C21H49AgCl3O14P3 as an isolated structure. Source: OMol25; level of theory: wB97M-V/def2-TZVPD.

Structure (ORCA input):
```
! wB97M-V def2-TZVPD RIJCOSX def2/J DEFGRID3
* xyz 1 2
Ag 8.496 -15.126 7.656
Cl 10.888 -10.902 12.184
Cl 12.887 -12.818 11.337
Cl 12.674 -10.234 9.994
P 16.445 -18.309 -1.131
P 10.095 -15.118 -3.256
P 10.793 -19.932 8.362
O 10.723 -16.469 -3.314
O 12.346 -19.434 8.255
O 10.058 -14.153 4.492
O 9.892 -18.729 8.112
O 8.779 -15.043 -2.281
O 17.445 -18.783 -0.126
O 11.496 -13.964 6.052
O 16.646 -16.760 -1.509
O 10.546 -20.680 9.801
O 11.057 -13.917 -2.756
O 14.899 -18.374 -0.549
O 16.436 -19.121 -2.548
O 9.542 -14.594 -4.710
O 10.671 -21.120 7.238
C 11.802 -11.505 10.769
C 12.662 -18.764 10.596
C 12.958 -18.562 9.145
C 15.485 -18.916 -3.443
C 11.218 -13.879 4.866
C 12.835 -13.377 -4.344
C 8.908 -15.481 -5.527
C 18.487 -15.124 -1.726
C 14.434 -17.648 0.562
C 9.596 -20.998 12.013
C 9.865 -16.088 -6.532
C 14.687 -18.391 1.960
C 9.430 -20.475 10.521
C 12.474 -13.966 -2.976
C 10.987 -23.467 6.514
C 12.252 -13.471 3.791
C 11.569 -22.260 7.309
C 7.390 -15.365 -0.413
C 15.139 -20.271 -3.933
C 17.556 -15.915 -0.785
C 8.855 -15.400 -0.918
H 6.975 -14.360 -0.334
H 9.302 -16.507 -7.366
H 8.281 -16.146 -4.933
H 13.362 -17.451 0.554
H 6.675 -15.989 -0.949
H 11.602 -18.650 10.821
H 8.547 -20.999 10.155
H 12.393 -13.978 -5.139
H 19.158 -14.539 -1.097
H 13.289 -18.152 11.244
H 10.325 -17.018 -6.196
H 10.142 -20.290 12.635
H 10.620 -15.389 -6.893
H 14.917 -16.676 0.661
H 17.118 -15.220 -0.069
H 15.867 -18.314 -4.267
H 12.878 -13.379 -2.151
H 12.569 -17.581 8.874
H 7.475 -15.739 0.608
H 18.218 -16.474 -0.124
H 10.043 -23.804 6.941
H 13.922 -13.457 -4.385
H 12.608 -21.958 7.175
H 10.959 -23.288 5.439
H 8.162 -14.937 -6.105
H 14.361 -19.430 1.986
H 9.466 -14.675 -0.380
H 14.223 -17.848 2.784
H 17.927 -14.509 -2.431
H 19.210 -15.720 -2.282
H 15.870 -20.687 -4.627
H 14.169 -20.327 -4.427
H 13.252 -13.898 3.874
H 15.145 -21.013 -3.135
H 14.566 -18.424 -3.123
H 11.985 -13.819 2.793
H 12.345 -12.386 3.819
H 15.761 -18.347 2.141
H 11.646 -24.322 6.667
H 9.398 -16.339 -0.811
H 11.135 -12.025 10.081
H 12.978 -19.792 10.773
H 11.540 -22.617 8.338
H 10.065 -21.982 12.018
H 8.581 -21.114 12.395
H 12.905 -14.967 -2.945
H 14.039 -18.585 9.003
H 9.127 -19.428 10.490
H 12.514 -12.341 -4.446
*
```

Calculated values
<S²> ... 0.760
Maximum force ... 0.1329 hartree/bohr
Relative energy (zero: lowest compared OMol25 entry of this formula, charge and spin) ... 3.387 eV
DFT total energy ... -4434.36829 hartree
Kohn-Sham gap (spin up / spin down) ... 0.189 / 0.179 hartree